# C28H21N6ORe

A structure of composition C28H21N6ORe (ωB97M-V/def2-TZVPD, OMol25).

- Kohn-Sham gap (alpha / beta) (eV) = 6.1785 / 6.2798
- LUMO energy (alpha / beta) (eV) = -4.92 / -4.67
- charge = +1
- 2S+1 = 2
- ⟨S²⟩ = 0.772
- calculated total energy (a.u.) = -1561.40769
- energy relative to the best compared isomer or geometry (same formula, charge and spin) (kJ/mol) = 91.58
- M (g/mol) = 643.7
- HOMO level (alpha / beta) (eV) = -11.096 / -10.955

Atoms and positions in Å:
Re  -0.16021  -0.26627  -0.62942
O  -2.51700  2.53376  1.06365
C  -1.67770  1.97181  0.42135
N  -1.63469  0.58700  0.20189
C  -2.87676  -0.15480  0.43872
C  -3.02910  -1.14729  -0.67100
C  -4.17926  -1.88452  -0.87925
C  -4.21229  -2.78794  -1.92586
C  -3.09393  -2.93438  -2.73502
C  -1.98054  -2.17100  -2.46536
N  -1.94708  -1.28830  -1.45540
C  -0.58392  2.66051  -0.32377
C  -0.37462  4.01514  -0.21121
C  0.63871  4.58340  -0.96692
C  1.39740  3.76737  -1.79058
C  1.13502  2.41174  -1.82849
N  0.14474  1.85884  -1.11828
H  -3.72046  0.52937  0.49659
H  -2.81343  -0.68362  1.39384
H  -5.03172  -1.74790  -0.22732
H  -5.10326  -3.37324  -2.11153
H  -3.08226  -3.63313  -3.55902
H  -1.07643  -2.25968  -3.05145
H  -0.99914  4.58819  0.46109
H  0.83935  5.64532  -0.90929
H  2.20021  4.16859  -2.39373
H  1.74662  1.74932  -2.42318
C  0.95151  3.67861  3.32790
C  0.34868  2.42918  3.24854
C  0.88379  1.45020  2.42488
C  2.03128  1.70494  1.67076
C  2.65074  2.94871  1.78970
C  2.10839  3.93328  2.60339
C  2.57271  0.71194  0.72816
C  1.81578  -0.06107  -0.04725
C  2.24937  -1.04043  -1.04811
C  1.56163  -0.99145  -2.27891
C  1.64156  -2.04764  -3.19856
C  2.40387  -3.15301  -2.89323
C  3.09256  -3.21063  -1.67599
C  3.00150  -2.18752  -0.75612
H  0.53457  4.44165  3.97377
H  -0.53565  2.21657  3.83668
H  0.42970  0.46738  2.38352
H  3.56041  3.14617  1.23103
H  2.59886  4.89601  2.68322
H  3.65379  0.70268  0.59511
H  1.11046  -0.05808  -2.62491
H  1.14415  -1.97562  -4.15781
H  2.48332  -3.97096  -3.59765
H  3.69481  -4.08101  -1.44501
H  3.49408  -2.26693  0.20657
N  2.90720  -4.60102  2.57815
C  1.92628  -4.25832  2.07502
N  0.77681  -3.92090  1.51522
C  0.39806  -2.89222  0.95935
N  -0.08540  -1.96160  0.39969

=====

# C28H21N6ORe

A structure of composition C28H21N6ORe (ωB97M-V/def2-TZVPD, OMol25).

- Kohn-Sham gap (alpha / beta) (eV) = 6.7849 / 6.6493
- LUMO energy (alpha / beta) (eV) = -4.04 / -4.85
- charge = +1
- 2S+1 = 4
- ⟨S²⟩ = 3.812
- calculated total energy (a.u.) = -1561.43220
- energy relative to the best compared isomer or geometry (same formula, charge and spin) (kJ/mol) = 0.00
- M (g/mol) = 643.7
- HOMO level (alpha / beta) (eV) = -10.825 / -11.497

Atoms and positions in Å:
Re  -0.07247  0.95788  -0.12153
O  3.93227  0.47310  0.59980
C  2.74154  0.66518  0.65114
N  1.86853  0.60728  -0.39850
C  2.36014  0.20760  -1.70225
C  1.26476  0.41242  -2.70778
C  1.45114  0.16906  -4.05907
C  0.39950  0.35777  -4.93321
C  -0.82799  0.79216  -4.44298
C  -0.95762  1.01597  -3.09451
N  0.06964  0.82772  -2.24289
C  2.02758  0.99245  1.94095
C  2.71516  1.10520  3.12578
C  2.00269  1.38531  4.28445
C  0.62754  1.53613  4.20993
C  -0.00111  1.41030  2.98533
N  0.68658  1.14625  1.86630
H  3.24823  0.78200  -1.97668
H  2.64589  -0.85047  -1.69354
H  2.41880  -0.16702  -4.40558
H  0.53083  0.17104  -5.99057
H  -1.67224  0.95627  -5.09628
H  -1.88667  1.34678  -2.65293
H  3.78754  0.96952  3.11013
H  2.51400  1.48149  5.23257
H  0.03479  1.74798  5.08785
H  -1.07193  1.51214  2.88861
C  -5.43736  0.38223  3.13548
C  -5.36644  -0.95982  2.79261
C  -4.31828  -1.41894  2.01410
C  -3.31307  -0.55298  1.56368
C  -3.39816  0.79264  1.93494
C  -4.44983  1.25962  2.70216
C  -2.27268  -1.16101  0.73781
C  -1.13313  -0.74472  0.11991
C  -0.33527  -1.81938  -0.57493
C  -0.73864  -2.30438  -1.81906
C  -0.01318  -3.29902  -2.45752
C  1.12404  -3.82667  -1.85939
C  1.52509  -3.36314  -0.61327
C  0.79910  -2.36614  0.02234
H  -6.26081  0.74912  3.73321
H  -6.13284  -1.64703  3.12436
H  -4.27327  -2.46563  1.73861
H  -2.65039  1.48617  1.59368
H  -4.51545  2.31241  2.94478
H  -2.44950  -2.22746  0.60222
H  -1.63362  -1.90561  -2.28221
H  -0.34182  -3.67250  -3.41880
H  1.68543  -4.60733  -2.35499
H  2.39725  -3.78408  -0.13053
H  1.10883  -2.01336  1.00013
N  -5.01029  4.47656  1.30545
C  -4.20578  4.23270  0.51735
N  -3.28949  3.97662  -0.42024
C  -2.41740  3.10092  -0.28577
N  -1.58308  2.26103  -0.22182